Entry 1:
{
  "formula": "C32H51GeO3PPdSSi",
  "method": "the ωB97M-V functional and the def2-TZVPD basis",
  "total_charge": -1,
  "orbital_gap_ev": [6.20, 6.64],
  "spin_multiplicity": 2,
  "de_lowest_kcal_mol": 24.3,
  "largest_force_ev_per_a": 1.1,
  "s_squared": 0.75,
  "e_homo_ev": [-3.55, -3.99],
  "elements": ["Pd", "C", "C", "C", "C", "O", "Si", "S", "O", "C", "C", "C", "C", "O", "C", "C", "C", "C", "H", "H", "H", "H", "H", "H", "H", "H", "H", "H", "H", "H", "H", "H", "H", "H", "H", "H", "H", "H", "H", "H", "H", "H", "H", "H", "H", "C", "P", "C", "C", "H", "H", "H", "H", "H", "H", "H", "H", "H", "C", "Ge", "C", "C", "C", "C", "C", "C", "C", "C", "C", "C", "C", "C", "C", "C", "C", "C", "H", "H", "H", "H", "H", "H", "H", "H", "H", "H", "H", "H", "H", "H", "H"],
  "xyz": [[0.646, -0.592, -0.923], [0.995, -1.801, 3.445], [1.846, -1.659, 2.185], [1.724, -2.924, 1.332], [3.316, -1.441, 2.545], [1.302, -0.570, 1.421], [1.445, 1.082, 1.391], [0.994, 1.808, -0.502], [2.979, 1.378, 1.913], [3.595, 2.588, 2.367], [5.093, 2.392, 2.137], [3.309, 2.749, 3.863], [3.115, 3.819, 1.599], [0.487, 1.707, 2.597], [-0.928, 1.964, 2.663], [-1.239, 2.061, 4.158], [-1.728, 0.819, 2.052], [-1.287, 3.295, 2.002], [1.362, -2.624, 4.062], [-0.042, -2.002, 3.168], [1.031, -0.875, 4.022], [2.142, -3.786, 1.858], [2.263, -2.777, 0.398], [0.678, -3.124, 1.095], [3.756, -2.381, 2.883], [3.418, -0.692, 3.329], [3.853, -1.089, 1.666], [5.433, 1.497, 2.662], [5.656, 3.256, 2.496], [5.285, 2.263, 1.070], [3.755, 1.920, 4.417], [2.231, 2.727, 4.013], [3.711, 3.691, 4.244], [3.161, 3.631, 0.528], [3.736, 4.684, 1.841], [2.077, 4.040, 1.852], [-0.951, 1.134, 4.658], [-2.306, 2.234, 4.309], [-0.682, 2.886, 4.605], [-1.468, -0.119, 2.548], [-1.510, 0.723, 0.987], [-2.798, 0.995, 2.180], [-0.676, 4.097, 2.423], [-2.341, 3.522, 2.184], [-1.110, 3.250, 0.932], [4.765, -1.065, -1.318], [3.013, -1.089, -1.925], [3.209, -2.278, -3.325], [3.065, 0.457, -2.917], [5.469, -0.923, -2.142], [4.997, -2.000, -0.805], [4.874, -0.245, -0.606], [4.107, -2.052, -3.905], [2.328, -2.193, -3.962], [3.267, -3.302, -2.953], [3.862, 0.422, -3.666], [3.208, 1.300, -2.245], [2.093, 0.589, -3.390], [-1.243, -2.260, -3.912], [-1.156, -1.010, -2.340], [-2.085, 0.619, -3.011], [-1.909, 1.127, -4.296], [-2.500, 2.322, -4.690], [-3.291, 3.031, -3.800], [-3.481, 2.543, -2.513], [-2.872, 1.360, -2.126], [-2.584, -1.817, -1.142], [-2.163, -2.159, 0.124], [-2.992, -2.816, 1.054], [-4.268, -3.156, 0.710], [-4.774, -2.814, -0.565], [-6.097, -3.146, -0.944], [-6.592, -2.784, -2.165], [-5.788, -2.051, -3.060], [-4.497, -1.738, -2.731], [-3.937, -2.121, -1.487], [-2.256, -2.310, -4.315], [-0.947, -3.263, -3.600], [-0.569, -1.947, -4.714], [-1.304, 0.570, -5.005], [-2.336, 2.704, -5.692], [-3.757, 3.962, -4.103], [-4.101, 3.090, -1.811], [-3.011, 0.986, -1.115], [-1.148, -1.900, 0.409], [-2.611, -3.065, 2.039], [-4.911, -3.693, 1.399], [-6.716, -3.693, -0.241], [-7.601, -3.057, -2.449], [-6.202, -1.731, -4.008], [-3.887, -1.162, -3.412]]
}


Entry 2:
{
  "formula": "C14H20N3S2",
  "method": "the ωB97M-V functional and the def2-TZVPD basis",
  "total_charge": 1,
  "orbital_gap_ev": 9.35,
  "spin_multiplicity": 1,
  "largest_force_ev_per_a": 4.0,
  "e_homo_ev": -11.73,
  "elements": ["C", "C", "C", "C", "C", "S", "C", "C", "S", "C", "C", "H", "H", "H", "H", "H", "H", "H", "H", "H", "C", "N", "C", "C", "N", "C", "C", "N", "H", "H", "H", "H", "H", "H", "H", "H", "H", "H", "H"],
  "xyz": [[-3.728, -2.532, 0.496], [-2.668, -3.444, 0.417], [-1.336, -3.016, 0.424], [-1.031, -1.652, 0.491], [0.412, -1.139, 0.385], [1.245, -1.436, -1.243], [2.924, -1.484, -0.525], [2.818, -2.381, 0.700], [1.359, -2.030, 1.698], [-2.075, -0.759, 0.725], [-3.412, -1.180, 0.624], [-4.766, -2.872, 0.464], [-2.920, -4.498, 0.391], [-0.536, -3.754, 0.410], [3.563, -1.954, -1.281], [3.337, -0.496, -0.282], [2.729, -3.430, 0.389], [3.677, -2.242, 1.364], [-1.845, 0.266, 1.004], [-4.195, -0.436, 0.704], [-1.109, 0.655, -1.968], [-0.294, 1.558, -1.171], [-0.331, 2.972, -1.505], [0.583, 3.602, -0.495], [0.948, 2.498, 0.369], [1.906, 2.713, 1.444], [0.416, 1.343, -0.056], [0.504, 0.213, 0.745], [-0.551, -0.254, -2.235], [-2.062, 0.387, -1.488], [-1.345, 1.194, -2.891], [-0.012, 3.081, -2.546], [-1.356, 3.353, -1.403], [1.474, 4.034, -0.951], [0.050, 4.391, 0.047], [2.006, 1.857, 2.113], [2.899, 2.953, 1.038], [1.596, 3.563, 2.063], [1.127, 0.358, 1.534]]
}


Entry 3:
{
  "formula": "CH8N5O",
  "method": "the ωB97M-V functional and the def2-TZVPD basis",
  "total_charge": 1,
  "orbital_gap_ev": 9.91,
  "spin_multiplicity": 1,
  "de_lowest_kcal_mol": 18.2,
  "largest_force_ev_per_a": 4.0,
  "e_homo_ev": -13.39,
  "elements": ["C", "N", "N", "N", "N", "N", "O", "H", "H", "H", "H", "H", "H", "H", "H"],
  "xyz": [[-1.411, -0.211, 0.090], [-2.614, 0.133, -0.449], [2.158, -0.290, -0.790], [-0.531, 0.866, 0.055], [1.431, -0.371, 0.441], [0.703, 0.717, 0.775], [-1.297, -1.292, 0.800], [-2.783, 0.602, -1.354], [-3.343, -0.582, -0.175], [2.726, -1.092, -0.895], [2.795, 0.574, -0.735], [-0.599, 1.378, -0.818], [1.867, -0.797, 1.286], [-0.368, -1.314, 1.199], [1.267, 1.680, 0.571]]
}


Entry 4:
{
  "formula": "C14H19BrPt",
  "method": "the ωB97M-V functional and the def2-TZVPD basis",
  "orbital_gap_ev": [7.03, 6.44],
  "spin_multiplicity": 5,
  "de_lowest_kcal_mol": 18.0,
  "largest_force_ev_per_a": 4.0,
  "s_squared": 6.02,
  "e_homo_ev": [-6.70, -7.04],
  "elements": ["C", "C", "C", "H", "C", "C", "H", "H", "H", "H", "Pt", "Br", "C", "C", "C", "H", "C", "C", "H", "H", "H", "H", "C", "C", "C", "C", "H", "H", "H", "H", "H", "H", "H", "H", "H"],
  "xyz": [[-2.475, 1.871, 0.795], [-1.330, 2.156, 1.641], [-0.169, 2.299, 0.783], [-1.332, 2.218, 2.727], [-0.601, 2.131, -0.594], [-2.015, 1.829, -0.583], [-2.625, 1.645, -1.465], [-3.495, 1.733, 1.140], [0.851, 2.472, 1.111], [0.043, 2.172, -1.475], [-0.977, 0.159, 0.610], [0.686, -0.100, 2.551], [-1.097, -2.174, 0.487], [-1.903, -1.609, -0.571], [-2.981, -0.847, 0.058], [-1.729, -1.702, -1.645], [-2.823, -0.950, 1.494], [-1.678, -1.805, 1.758], [-1.294, -2.068, 2.743], [-0.199, -2.767, 0.356], [-3.773, -0.322, -0.473], [-3.454, -0.495, 2.253], [3.521, -1.403, -0.570], [2.673, -0.167, -0.743], [2.583, 0.262, -2.218], [1.335, -0.416, -0.233], [3.126, -2.234, -1.142], [3.581, -1.673, 0.471], [4.521, -1.181, -0.930], [3.135, 0.636, -0.166], [2.115, -0.521, -2.814], [2.020, 1.181, -2.352], [3.590, 0.427, -2.593], [1.069, 0.749, -0.183], [1.103, -1.510, -0.225]]
}


Entry 5:
{
  "formula": "C31H46N6O4PS2Ti",
  "method": "the ωB97M-V functional and the def2-TZVPD basis",
  "orbital_gap_ev": [6.16, 7.94],
  "spin_multiplicity": 2,
  "de_lowest_kcal_mol": 31.0,
  "largest_force_ev_per_a": 3.3,
  "s_squared": 0.77,
  "e_homo_ev": [-5.79, -7.58],
  "elements": ["Ti", "O", "C", "C", "C", "C", "C", "C", "C", "O", "N", "N", "C", "S", "C", "C", "S", "H", "H", "H", "H", "H", "H", "H", "H", "H", "C", "C", "C", "C", "P", "N", "C", "C", "C", "C", "C", "C", "C", "C", "H", "H", "H", "H", "H", "H", "H", "H", "H", "H", "H", "H", "H", "H", "H", "H", "H", "H", "H", "H", "H", "H", "H", "H", "H", "H", "H", "O", "C", "C", "C", "C", "O", "N", "H", "H", "H", "H", "N", "C", "C", "C", "N", "C", "C", "H", "H", "H", "H", "H", "H"],
  "xyz": [[0.883, 0.479, -0.240], [0.765, 3.020, 3.315], [0.748, 4.141, 2.563], [0.954, 5.358, 3.205], [0.954, 6.538, 2.490], [0.733, 6.522, 1.118], [0.518, 5.327, 0.467], [0.530, 4.119, 1.171], [0.336, 2.856, 0.466], [0.464, 1.718, 1.103], [-0.014, 2.890, -0.797], [-0.203, 1.659, -1.372], [-1.068, 1.737, -2.348], [-1.840, 3.301, -2.612], [-2.880, 2.710, -4.012], [-3.021, 1.208, -3.925], [-1.351, 0.524, -3.564], [0.666, 2.257, 2.699], [1.129, 5.342, 4.272], [1.150, 7.470, 2.997], [0.733, 7.447, 0.565], [0.350, 5.284, -0.597], [-2.394, 3.007, -4.942], [-3.840, 3.216, -3.928], [-3.366, 0.767, -4.859], [-3.681, 0.915, -3.107], [-1.972, -0.040, 3.124], [-2.696, -0.526, 1.869], [-2.941, 0.720, 1.017], [-4.006, -1.199, 2.263], [-1.434, -1.612, 0.891], [-0.345, -0.740, 0.230], [-2.336, -2.580, -0.517], [-3.133, -3.812, -0.105], [-3.261, -1.565, -1.188], [-1.270, -2.934, -1.559], [-0.563, -2.841, 2.102], [-1.449, -3.614, 3.075], [0.173, -3.834, 1.202], [0.495, -2.042, 2.869], [-2.563, 0.741, 3.603], [-1.007, 0.384, 2.848], [-1.838, -0.830, 3.855], [-3.281, 1.540, 1.647], [-3.692, 0.565, 0.251], [-1.998, 1.017, 0.545], [-4.560, -0.539, 2.929], [-3.836, -2.136, 2.785], [-4.635, -1.398, 1.402], [-3.844, -3.578, 0.683], [-2.484, -4.614, 0.236], [-3.690, -4.183, -0.966], [-4.146, -1.370, -0.590], [-3.595, -1.944, -2.155], [-2.704, -0.644, -1.353], [-0.716, -3.834, -1.308], [-0.572, -2.094, -1.650], [-1.737, -3.095, -2.531], [-2.226, -4.166, 2.553], [-1.915, -2.956, 3.803], [-0.831, -4.329, 3.622], [0.953, -4.353, 1.761], [-0.502, -4.592, 0.812], [0.637, -3.300, 0.374], [0.089, -1.580, 3.762], [0.917, -1.254, 2.232], [1.298, -2.705, 3.190], [2.735, 0.574, 0.819], [3.238, 1.210, -0.128], [4.672, 1.709, -0.201], [4.738, 2.293, -1.607], [3.328, 2.051, -2.182], [2.977, 2.314, -3.306], [2.551, 1.451, -1.233], [5.349, 0.865, -0.055], [4.855, 2.435, 0.592], [5.468, 1.793, -2.248], [4.944, 3.363, -1.624], [5.122, -3.147, -2.800], [4.039, -2.493, -2.308], [3.765, -2.468, -0.931], [2.665, -1.785, -0.474], [1.828, -1.103, -1.272], [2.086, -1.121, -2.590], [3.149, -1.798, -3.142], [5.684, -3.707, -2.184], [5.233, -3.262, -3.790], [4.409, -2.990, -0.240], [2.431, -1.767, 0.586], [1.381, -0.584, -3.220], [3.315, -1.785, -4.208]]
}


Entry 6:
{
  "formula": "C15H51Ca2O22P3S",
  "method": "the ωB97M-V functional and the def2-TZVPD basis",
  "total_charge": 2,
  "orbital_gap_ev": 6.71,
  "spin_multiplicity": 1,
  "de_lowest_kcal_mol": 0.0,
  "largest_force_ev_per_a": 2.8,
  "e_homo_ev": -13.18,
  "elements": ["Ca", "Ca", "S", "O", "O", "O", "O", "C", "O", "H", "H", "H", "H", "C", "O", "H", "H", "H", "H", "C", "O", "H", "H", "H", "H", "C", "O", "H", "H", "H", "H", "C", "O", "H", "H", "H", "H", "C", "O", "H", "H", "H", "H", "C", "O", "P", "O", "O", "C", "O", "C", "H", "H", "H", "H", "H", "H", "H", "H", "H", "C", "O", "P", "O", "O", "C", "O", "C", "H", "H", "H", "H", "H", "H", "H", "H", "H", "C", "O", "P", "O", "O", "C", "O", "C", "H", "H", "H", "H", "H", "H", "H", "H", "H"],
  "xyz": [[-0.638, -2.129, 2.798], [1.886, 1.326, 0.226], [-0.383, -0.463, -0.120], [-0.596, -1.658, 0.719], [0.964, -0.453, -0.722], [-1.411, -0.290, -1.117], [-0.221, 0.705, 0.775], [-3.847, -1.058, -3.155], [-3.137, -2.012, -2.369], [-3.200, -0.370, -3.703], [-4.531, -1.581, -3.820], [-4.476, -0.475, -2.470], [-2.408, -1.527, -1.937], [-3.176, 2.163, 0.599], [-3.330, 1.902, -0.798], [-4.034, 2.736, 0.941], [-3.128, 1.189, 1.095], [-2.232, 2.685, 0.755], [-2.938, 1.038, -0.980], [4.647, -1.031, -0.923], [3.804, -0.253, -0.028], [4.651, -0.522, -1.882], [5.642, -1.035, -0.481], [4.228, -2.022, -1.078], [3.730, -0.757, 0.789], [1.902, -3.912, 0.408], [1.497, -3.319, 1.670], [2.831, -3.437, 0.099], [2.025, -4.992, 0.451], [1.162, -3.690, -0.362], [2.267, -2.808, 1.929], [-2.214, 0.879, 3.851], [-1.640, -0.038, 2.919], [-3.295, 0.789, 3.951], [-1.732, 0.791, 4.828], [-2.045, 1.910, 3.529], [-1.127, 0.474, 2.247], [0.070, -2.558, -3.311], [1.338, -2.209, -2.797], [-0.643, -2.808, -2.523], [-0.349, -1.726, -3.890], [0.188, -3.398, -3.994], [1.277, -1.614, -2.030], [0.718, 3.582, 3.594], [-0.316, 3.945, 2.693], [0.067, 4.396, 1.217], [0.844, 3.397, 0.481], [-1.338, 4.786, 0.593], [-1.415, 5.224, -0.779], [0.811, 5.774, 1.350], [0.267, 6.949, 1.953], [0.684, 4.202, 4.489], [1.723, 3.586, 3.171], [0.541, 2.580, 4.002], [-0.479, 5.069, -1.322], [-1.698, 6.271, -0.814], [-2.132, 4.571, -1.276], [0.248, 7.750, 1.216], [0.841, 7.259, 2.823], [-0.760, 6.784, 2.284], [3.331, 1.957, -5.030], [2.895, 3.090, -4.244], [1.863, 2.909, -3.063], [2.267, 1.932, -2.025], [1.592, 4.408, -2.580], [2.609, 5.154, -1.902], [0.520, 2.497, -3.802], [-0.698, 2.308, -3.065], [2.994, 1.006, -4.618], [4.416, 2.011, -5.061], [2.923, 2.086, -6.029], [3.028, 5.910, -2.561], [3.408, 4.464, -1.615], [2.310, 5.639, -0.973], [-1.124, 1.370, -3.419], [-1.368, 3.134, -3.301], [-0.590, 2.209, -1.983], [1.625, -6.210, 3.385], [0.678, -6.317, 2.326], [-0.840, -5.883, 2.436], [-1.047, -4.469, 2.873], [-1.394, -6.199, 0.992], [-1.593, -5.184, -0.015], [-1.504, -6.971, 3.372], [-2.923, -7.035, 3.483], [2.404, -5.497, 3.106], [2.069, -7.190, 3.542], [1.201, -5.801, 4.304], [-2.642, -5.210, -0.299], [-1.000, -5.346, -0.912], [-1.370, -4.205, 0.405], [-3.340, -7.949, 3.061], [-3.436, -6.244, 2.926], [-3.247, -6.941, 4.517]]
}


Entry 7:
{
  "formula": "C22H28N8O3RuS4Si",
  "method": "the ωB97M-V functional and the def2-TZVPD basis",
  "total_charge": -1,
  "orbital_gap_ev": [6.32, 6.19],
  "spin_multiplicity": 2,
  "de_lowest_kcal_mol": 34.3,
  "largest_force_ev_per_a": 2.6,
  "s_squared": 0.76,
  "e_homo_ev": [-4.25, -4.25],
  "elements": ["Ru", "N", "C", "S", "N", "N", "C", "C", "C", "C", "C", "C", "N", "H", "H", "H", "H", "H", "H", "H", "N", "C", "C", "C", "C", "C", "C", "S", "O", "O", "N", "C", "N", "C", "C", "C", "N", "H", "H", "H", "H", "H", "H", "H", "H", "H", "C", "O", "C", "S", "S", "H", "H", "H", "C", "Si", "C", "C", "H", "H", "H", "H", "H", "H", "H", "H", "H"],
  "xyz": [[-0.205, -0.651, -0.881], [1.412, -4.781, -1.066], [0.717, -3.614, -1.242], [1.635, -2.168, -1.449], [-0.577, -3.693, -1.322], [-1.142, -2.453, -1.522], [-2.393, -2.420, -1.275], [-3.069, -1.142, -1.412], [-4.434, -1.026, -1.295], [-5.025, 0.199, -1.565], [-4.217, 1.260, -1.907], [-2.842, 1.078, -1.917], [-2.266, -0.099, -1.683], [2.272, -4.631, -0.560], [0.842, -5.490, -0.627], [-2.916, -3.327, -0.992], [-5.016, -1.888, -0.997], [-6.097, 0.326, -1.488], [-4.621, 2.234, -2.135], [-2.187, 1.905, -2.118], [6.620, -0.708, 2.955], [5.268, -1.028, 2.798], [4.588, -0.676, 1.632], [3.270, -1.052, 1.446], [2.606, -1.770, 2.428], [3.273, -2.124, 3.593], [4.595, -1.759, 3.776], [0.919, -2.285, 2.268], [0.350, -2.256, 3.587], [0.920, -3.560, 1.592], [0.187, -1.232, 1.263], [0.310, 0.097, 1.581], [-0.072, 0.888, 0.541], [-0.092, 2.201, 0.710], [0.283, 2.766, 1.908], [0.767, 1.894, 2.871], [0.809, 0.577, 2.719], [6.957, 0.039, 2.373], [6.949, -0.657, 3.904], [5.096, -0.099, 0.866], [2.757, -0.782, 0.533], [2.738, -2.671, 4.359], [5.115, -2.033, 4.687], [-0.436, 2.796, -0.124], [0.217, 3.831, 2.065], [1.153, 2.267, 3.815], [-6.238, 3.175, 0.875], [-5.412, 2.087, 1.264], [-4.059, 2.181, 1.101], [-3.397, 3.622, 0.477], [-3.225, 0.804, 1.581], [-7.254, 2.862, 1.114], [-6.141, 3.386, -0.191], [-5.980, 4.082, 1.420], [-0.203, 1.929, -3.582], [0.781, 0.645, -2.620], [2.067, 1.727, -1.726], [1.870, -0.190, -3.906], [0.502, 2.481, -4.210], [-0.694, 2.648, -2.923], [-0.966, 1.487, -4.230], [2.855, 2.029, -2.426], [2.540, 1.188, -0.900], [1.623, 2.635, -1.310], [2.193, 0.559, -4.637], [1.366, -1.002, -4.437], [2.751, -0.618, -3.426]]
}